(1)
The following is a quantum chemistry calculation of C5H5FO2 in the gas phase, from OMol25.

Each line ends with the natural charge from an NBO analysis.
CARTESIAN COORDINATES (ANGSTROEM)
O1 1.6739 -3.2862 -0.7594  -0.53
C1 1.7507 -2.2563 -0.1786  0.78
O2 2.5415 -1.4481 0.4416  -0.41
C2 1.2127 -0.9621 0.0079  0.04
C3 0.0404 -0.5436 0.9405  -0.42
C4 -0.4169 0.4982 -0.2148  -0.42
C5 1.0059 0.1730 -0.8864  0.20
F1 1.8411 1.2449 -0.7463  -0.33
H1 -0.5088 -1.5026 0.9474  0.23
H2 0.3906 0.0464 1.7805  0.24
H3 -1.1474 -0.0557 -0.7371  0.22
H4 -0.4737 1.4435 0.1641  0.23
H5 0.9398 -0.1547 -1.9575  0.17

Relative energy (zero: lowest compared OMol25 entry of this formula, charge and spin): 251.1 kJ/mol
SMILES: O=C1O[C@]12CC[C@H]2F
M: 116.1 g/mol
LUMO: 0.7 eV
Total charge: 0
Total energy: -12075.286 eV
Multiplicity: 1

---

(2)
The following is a quantum chemistry calculation of C5H5FS in the gas phase, from OMol25.

Each line ends with the natural charge from an NBO analysis.
CARTESIAN COORDINATES (ANGSTROEM)
C1 0.4410 2.4534 -0.2036  -0.18
C2 0.2978 1.2399 -0.2229  -0.01
C3 -0.0644 -0.1674 -0.2942  -0.45
C4 -1.3358 -0.3807 0.4468  -0.21
S1 -2.8057 -0.3737 -0.2559  0.10
C5 0.9478 -1.1330 0.1197  0.08
F1 0.5886 -2.3452 -0.4045  -0.36
H1 0.3766 3.4643 -0.2099  0.22
H2 -0.2143 -0.3529 -1.3527  0.27
H3 -1.2380 -0.3197 1.4906  0.19
H4 1.0859 -1.2794 1.1868  0.17
H5 1.9204 -0.8057 -0.3002  0.18

Relative energy (zero: lowest compared OMol25 entry of this formula, charge and spin): 196.5 kJ/mol
SMILES: C#C[C@H](C=S)CF
M: 116.2 g/mol
LUMO: -0.6 eV
Total charge: 0
Total energy: -18815.521 eV
Multiplicity: 1

---

(3)
The following is a quantum chemistry calculation of C5H5FS2 in the gas phase, from OMol25.

Each line ends with the natural charge from an NBO analysis.
CARTESIAN COORDINATES (ANGSTROEM)
C1 -1.1806 -1.4291 0.7312  -0.47
C2 -1.0574 -0.3760 -0.0749  0.39
F1 -2.0652 -0.0793 -0.9047  -0.33
C3 0.0761 0.5930 -0.1644  -0.20
C4 -0.0608 1.7561 -0.8413  -0.29
C5 1.3777 0.2636 0.5005  -0.32
S1 2.1281 1.2937 1.4977  0.07
S2 2.1751 -1.2166 0.0538  0.14
H1 -0.3454 -1.5708 1.4270  0.22
H2 -2.0559 -2.0272 0.7204  0.23
H3 -0.9969 2.0323 -1.2824  0.22
H4 0.7432 2.4867 -0.8771  0.22
H5 1.2621 -1.7264 -0.7857  0.13

Relative energy (zero: lowest compared OMol25 entry of this formula, charge and spin): 79.2 kJ/mol
SMILES: C=C(F)C(=C)C(=S)S
M: 148.2 g/mol
LUMO: -0.7 eV
Total charge: 0
Total energy: -29652.287 eV
Multiplicity: 1

---

(4)
The following is a quantum chemistry calculation of a molecular structure, C5H5FS2, from OMol25.

Each line ends with the natural charge from an NBO analysis.
CARTESIAN COORDINATES (ANGSTROEM)
C1 -0.6571 -0.5115 -0.8477  0.15
C2 0.7136 0.1503 -1.2034  -0.37
C3 -0.7672 0.3201 0.4361  -0.34
C4 1.9272 -0.6894 -0.8885  -0.21
C5 2.6890 -0.6736 0.1640  -0.38
H1 -1.4012 -0.1407 -1.5174  0.18
H2 0.7497 0.4456 -2.2395  0.23
H3 1.9609 -1.4504 -1.6844  0.21
H4 3.5488 -1.3334 0.2212  0.22
H5 2.4337 0.0256 0.9840  0.21
F1 -0.7680 -1.8500 -0.8041  -0.32
S1 0.3479 1.5338 -0.0561  0.35
S2 -1.8362 0.1867 1.6505  0.07

Relative energy (zero: lowest compared OMol25 entry of this formula, charge and spin): 92.4 kJ/mol
M: 148.2 g/mol
LUMO: -0.5 eV
Total charge: 0
Total energy: -29652.150 eV
Multiplicity: 1